24
Properties=species:S:1:pos:R:3:forces:R:3 method="wB97M-V/def2-TZVPD" total_energy_ha=-605.16757 lumo_energy_ha="-0.3870 / -0.3870" e_homo_ev="-17.787 / -17.787" e_above_lowest_ev=6.003 charge=+2
C 0.50935 0.63314 1.99771 4.12 0.95 0.08
N 0.42430 0.93026 0.53976 -4.74 0.14 1.11
C 0.52078 -0.21738 -0.25302 2.58 -1.14 -0.72
C 1.79618 -0.73016 -0.31912 -0.01 -1.22 -0.53
C 2.06831 -1.94198 -1.04902 -0.07 0.78 0.39
C 0.97287 -2.69042 -1.37394 -1.22 -1.99 -1.72
C -0.30371 -2.12944 -1.39562 -0.02 0.05 0.34
C -0.61857 -0.88540 -0.83474 2.34 1.96 1.70
C -1.86871 -0.41094 -0.53192 0.03 1.33 -1.06
C -2.33928 0.80924 0.10362 -0.12 -1.12 0.49
C -1.61097 1.88095 0.37371 2.82 0.13 -0.58
N -0.99485 3.04161 0.36576 -2.84 -1.56 0.83
N 0.37072 3.10205 0.20794 1.32 1.85 -0.03
N 0.97635 2.08226 0.19006 3.04 -0.17 -0.83
H 0.39070 1.62461 2.47565 0.19 -0.89 0.34
H -0.18842 -0.09498 2.30067 -1.05 -0.74 0.12
H 1.63610 0.16677 2.14354 -2.89 1.38 0.06
H 2.60706 -0.36385 0.28794 0.18 0.75 -0.29
H 3.07428 -2.27533 -1.37574 -0.60 0.33 0.78
H 1.05395 -3.74341 -1.77316 0.14 1.43 0.31
H -1.13482 -2.57723 -1.86644 -0.59 -1.18 -0.45
H -2.60514 -0.95959 -1.04012 -1.59 -0.85 0.05
H -3.35159 0.75808 0.44945 -0.73 0.28 -0.04
H -1.38488 3.99114 0.37702 -0.29 -0.49 -0.34